No. 1
Here is C11H15BrN3O as an isolated structure in a non-equilibrium geometry from OMol25. Energies are from the ωB97M-V functional and the def2-TZVPD basis.

Geometry as XYZ:
```
31
Properties=species:S:1:pos:R:3
C 1.07069 5.00827 2.55278
N -0.03425 4.97797 2.95077
C 2.34191 5.00701 1.99099
C 3.45889 4.49727 2.62846
N 4.40414 4.00948 3.12506
Br 1.18256 1.09370 0.25669
H 2.30656 4.64489 0.97596
C 1.92369 -2.52944 -1.50281
C 1.09841 -1.75686 -0.54190
C -0.25621 -2.25975 -0.25483
C -1.39807 -1.21743 -0.54350
C -1.54628 -1.03500 -2.04349
C -2.68834 -1.73377 0.07760
O -0.98203 -0.08694 0.17159
C -1.65875 1.16703 0.02158
C 1.78362 -1.14555 0.46457
N 2.48465 -0.58416 1.28640
H 2.88545 -2.00038 -1.69018
H 2.18640 -3.48534 -0.99022
H 1.40598 -2.72254 -2.46375
H -0.46916 -3.16593 -0.84047
H -0.32902 -2.53240 0.82244
H -1.71099 -2.01011 -2.49106
H -2.41748 -0.40282 -2.24779
H -0.64833 -0.57729 -2.48073
H -2.92028 -2.70357 -0.35482
H -2.58428 -1.84739 1.17328
H -3.51549 -1.04303 -0.13558
H -1.07498 1.84283 0.68476
H -1.61796 1.55216 -1.02270
H -2.68106 1.03910 0.42090
```

Calculated values
E_HOMO (spin up / spin down) ... -8.2846 / -8.5095 eV
Multiplicity ... 2
Electronic energy ... -3241.40142 hartree

---

No. 2
Here is C11H15BrNO2 as an isolated structure in a non-equilibrium geometry from OMol25. Energies are from the ωB97M-V functional and the def2-TZVPD basis.

Geometry as XYZ:
```
30
Properties=species:S:1:pos:R:3
C 3.52677 1.79744 -0.63043
C 3.44410 1.15425 0.58742
C 2.32719 2.19371 -1.29880
C 2.23967 0.96073 1.22368
C 1.11855 1.91971 -0.69582
C 1.01896 1.23054 0.53820
C -0.11619 -1.48917 0.21132
C -0.72775 -2.61985 -0.57851
C -2.84280 -1.60254 -0.55051
C -2.36452 -0.47050 0.27884
C -0.31729 0.88598 1.10104
N -0.83053 -0.17934 0.15299
O -2.06037 -2.78668 -0.23966
O -2.76578 -0.33144 1.52355
Br -3.25427 1.67118 -0.89382
H 4.42450 2.08106 -1.22811
H 4.35475 0.86271 1.19884
H 2.54029 2.70174 -2.27044
H 2.20231 0.25545 2.09691
H 0.19785 1.96511 -1.31745
H 0.20344 -1.76588 1.21578
H 0.87172 -1.29207 -0.33713
H -0.68109 -2.55296 -1.69513
H -0.16958 -3.65462 -0.28138
H -3.89668 -1.89839 -0.37911
H -2.87122 -1.28616 -1.72681
H -0.26599 0.60761 2.22921
H -0.81776 1.75937 0.86416
H -0.74291 0.29358 -0.81030
H -3.74542 -0.41055 1.71143
```

Calculated values
E_HOMO ... -12.8471 eV
Net charge ... +1
Electronic energy ... -3207.04089 hartree

---

Energy relative to the best compared isomer or geometry (same formula, charge and spin): 351.2, 138.1 (kJ/mol)